Entry 1:
{
  "formula": "C12H44N8O10",
  "method": "the ωB97M-V functional and the def2-TZVPD basis",
  "species": ["H", "H", "H", "H", "H", "N", "H", "H", "H", "C", "H", "O", "H", "H", "O", "O", "H", "H", "H", "H", "O", "H", "H", "H", "H", "H", "N", "C", "H", "H", "C", "H", "H", "C", "O", "N", "H", "H", "H", "H", "O", "C", "H", "H", "H", "H", "H", "H", "C", "C", "O", "H", "H", "H", "N", "H", "C", "H", "C", "N", "O", "O", "C", "N", "H", "C", "H", "H", "H", "O", "H", "N", "C", "N"],
  "positions_angstrom": [[-2.98, 2.91, -1.86], [2.63, -1.65, -1.69], [-3.92, -0.38, 2.22], [4.31, 2.30, -1.77], [-3.81, 0.48, 3.78], [-1.63, -3.68, -0.34], [0.12, -1.53, -4.97], [1.03, -1.67, 4.45], [1.46, 0.30, -2.44], [0.10, -1.06, -3.05], [3.71, -3.90, -1.49], [-2.60, 5.37, -0.98], [-0.60, 0.25, -0.36], [-2.25, 4.21, 0.83], [-0.31, -1.07, 3.15], [1.15, 2.81, -2.53], [-1.69, 1.93, 0.98], [0.11, -0.25, 5.02], [-0.99, 1.27, -3.46], [-1.99, 5.87, -1.49], [-2.99, -1.37, 3.78], [-2.09, -0.94, 3.74], [-2.07, -4.34, 1.93], [-1.22, 5.62, 0.59], [0.57, -1.71, -0.26], [3.88, -1.84, 2.31], [-0.06, -1.87, -4.01], [0.04, -1.22, 4.52], [3.13, -4.03, 0.14], [2.62, -1.29, 1.29], [2.19, -2.45, -1.07], [-0.89, 3.48, -3.76], [-0.98, 4.24, -0.34], [-1.76, 4.88, 0.10], [4.17, 0.21, 3.87], [3.47, 2.50, -2.37], [-1.52, 0.29, 1.53], [-5.01, -0.83, 3.49], [-2.56, 1.25, -3.98], [-1.37, -4.65, -0.14], [-0.11, 0.80, 0.21], [-2.08, -2.81, 0.51], [-2.61, 1.15, -1.48], [3.12, 0.83, -0.68], [0.08, -1.84, 2.65], [-1.35, 2.36, -1.49], [2.29, 1.71, 3.01], [-0.42, 1.49, 2.11], [-2.26, 2.11, -1.97], [3.35, -3.33, -0.64], [-1.67, 3.13, -4.07], [-1.53, -3.37, -1.28], [1.71, 0.70, 1.85], [4.12, -2.69, -0.43], [-1.98, -3.32, 1.69], [3.50, 3.35, -2.95], [-0.94, 1.19, 1.24], [-0.64, -2.69, -3.83], [3.22, -0.05, 2.88], [2.36, 0.82, 2.56], [-0.60, -1.23, -1.86], [-2.56, -1.59, 0.20], [2.25, 2.16, -2.00], [1.02, -0.22, -3.27], [-0.65, -1.92, 4.94], [-1.90, 1.87, -3.44], [1.50, -3.03, -1.74], [1.42, 1.07, -0.52], [1.46, -0.09, -4.21], [1.46, -1.91, 0.01], [-2.41, -2.72, 2.37], [2.21, 1.17, -1.14], [-3.98, -0.48, 3.33], [3.27, -1.05, 2.03]],
  "de_lowest_kj_mol": 216.4,
  "energy_ha": -1673.95924,
  "homo_energy_ev": -8.9,
  "orbital_gap_ev": 8.994,
  "total_charge": 0,
  "smiles": "NC(N)=O.NC(N)=O.NC(N)=O.NC(N)=O.CCO.CCO.CO.CO.CO.CO",
  "spin_multiplicity": 1
}

***

Entry 2:
{
  "formula": "C6H6FNO",
  "method": "the ωB97M-V functional and the def2-TZVPD basis",
  "species": ["H", "H", "C", "C", "C", "H", "F", "N", "C", "H", "C", "H", "O", "C", "H"],
  "positions_angstrom": [[0.88, 1.19, -1.33], [-0.67, -0.09, -1.62], [-1.12, 1.54, 0.03], [-1.79, 0.22, 0.82], [-0.08, 0.66, -0.94], [-1.24, -1.55, 0.03], [-2.07, 2.37, -0.75], [-0.80, -0.96, 0.79], [2.99, -2.05, -0.19], [0.85, 0.34, 1.20], [1.75, -1.36, -0.11], [-0.33, 2.12, 0.70], [-3.02, 0.26, 1.34], [0.49, -0.34, 0.28], [4.15, -2.34, -0.24]],
  "de_lowest_kj_mol": 664.7,
  "energy_ha": -461.80311,
  "homo_energy_ev": -10.0,
  "orbital_gap_ev": 9.907,
  "total_charge": 0,
  "smiles": "C#C[C@H]1C[C@@H](F)C(=O)N1",
  "spin_multiplicity": 1
}

***

Entry 3:
{
  "formula": "C5H11NO",
  "method": "the ωB97M-V functional and the def2-TZVPD basis",
  "species": ["H", "N", "O", "H", "C", "H", "H", "C", "H", "H", "H", "C", "H", "H", "H", "H", "C", "C"],
  "positions_angstrom": [[-1.77, -2.04, -1.23], [0.90, -0.28, -0.32], [-0.03, 2.60, -1.40], [2.59, -0.80, 0.77], [-0.94, 2.02, 0.74], [1.56, -2.20, 0.41], [-1.83, 1.66, 0.19], [-0.11, -0.72, -0.94], [1.16, 2.51, 0.23], [1.07, -1.01, 1.64], [-0.19, -2.84, -1.27], [-0.78, -2.06, -0.78], [-1.22, 2.92, 1.30], [-0.60, 1.26, 1.46], [-0.57, -0.02, -1.66], [-0.87, -2.33, 0.28], [0.15, 2.39, -0.22], [1.56, -1.13, 0.66]],
  "de_lowest_kj_mol": 180.7,
  "energy_ha": -327.06250,
  "homo_energy_ev": -9.5,
  "orbital_gap_ev": 10.338,
  "total_charge": 0,
  "smiles": "C/C=N\\C.CC=O",
  "spin_multiplicity": 1
}

***

Entry 4:
{
  "formula": "C10H18N2O",
  "method": "the ωB97M-V functional and the def2-TZVPD basis",
  "species": ["C", "C", "H", "H", "H", "H", "H", "H", "C", "H", "H", "H", "N", "C", "H", "H", "H", "C", "O", "H", "C", "C", "H", "C", "H", "H", "N", "C", "H", "C", "H"],
  "positions_angstrom": [[-0.41, 0.68, 0.43], [0.09, 0.63, 1.95], [1.51, -1.09, -3.04], [-1.65, 2.28, -0.46], [1.38, 0.95, -0.23], [-1.61, -3.01, -1.63], [2.24, -2.16, -0.89], [-0.27, -0.83, -3.09], [-0.36, -1.60, -0.73], [2.85, -0.59, -1.17], [0.82, 0.49, -2.87], [0.18, -3.25, -1.93], [0.44, 0.66, -0.60], [-1.13, 2.64, 1.50], [-2.47, 1.14, 0.71], [-0.44, -3.59, -0.30], [-0.69, -0.01, 2.47], [-0.02, 2.12, 2.43], [-2.01, -1.37, 0.93], [1.13, 0.30, 2.07], [0.73, -0.67, -1.17], [-0.65, -2.92, -1.21], [-0.24, 2.25, 3.53], [2.09, -1.15, -0.61], [-1.94, 3.02, 2.26], [-0.78, 3.54, 0.98], [-1.02, -1.06, 0.24], [0.68, -0.58, -2.73], [0.94, 2.58, 2.27], [-1.55, 1.68, 0.50], [2.17, -1.10, 0.41]],
  "s2": 2.009,
  "energy_ha": -576.31539,
  "homo_energy_ev": [-4.8, -8.8],
  "orbital_gap_ev": [5.634, 7.808],
  "total_charge": 0,
  "spin_multiplicity": 3
}

***

Entry 5:
{
  "formula": "C15H26N5O2S",
  "method": "the ωB97M-V functional and the def2-TZVPD basis",
  "species": ["C", "C", "H", "H", "H", "H", "H", "C", "C", "H", "C", "H", "C", "C", "N", "O", "H", "H", "H", "H", "H", "H", "S", "C", "C", "C", "C", "H", "H", "H", "H", "H", "H", "H", "H", "C", "C", "C", "O", "H", "H", "H", "H", "N", "N", "N", "C", "N", "H"],
  "positions_angstrom": [[-7.10, -0.63, 2.72], [-2.34, 0.09, -1.60], [-5.06, -0.29, 3.38], [3.11, 1.79, -2.33], [-7.55, -0.37, 3.68], [-6.31, -0.48, -1.83], [0.35, 1.25, -1.13], [7.08, -2.24, 2.05], [1.27, 0.85, -3.10], [-0.81, -1.64, -1.63], [-0.94, -0.57, -2.15], [4.78, 1.51, -0.82], [-3.91, 2.01, -0.06], [0.82, 3.20, -3.07], [3.67, -0.05, -0.23], [5.73, -1.81, 2.01], [7.88, -0.23, 2.11], [1.10, -0.16, 0.01], [7.60, -0.95, 3.70], [-7.14, 0.24, 2.07], [7.41, -2.45, 1.03], [-7.69, -1.42, 2.25], [0.26, 4.37, -1.91], [-3.80, -0.58, -2.07], [7.95, -1.17, 2.68], [0.41, 0.28, -1.80], [-5.26, 0.00, -1.52], [-5.12, -0.61, 1.10], [1.38, 0.05, -3.96], [-0.98, -0.81, -3.32], [-3.87, -1.51, -2.81], [-3.90, 2.94, 0.67], [-1.50, 1.97, -0.23], [5.32, 0.72, 0.54], [-5.62, -1.96, 3.55], [-2.46, 1.40, -0.60], [-5.66, -1.08, 2.91], [2.68, 0.10, -1.17], [-5.09, -1.41, 1.66], [5.69, -0.99, 1.49], [8.99, -1.48, 2.72], [-6.33, 1.75, -0.07], [7.13, -3.16, 2.63], [2.65, 0.87, -2.49], [1.32, -0.60, -0.92], [0.75, 2.05, -3.86], [-5.32, 1.29, -0.51], [4.93, 0.55, -0.42], [3.50, -0.61, 0.66]],
  "energy_ha": -1408.82818,
  "homo_energy_ev": -10.9,
  "orbital_gap_ev": 6.741,
  "total_charge": 1,
  "spin_multiplicity": 1
}

***

Entry 6:
{
  "formula": "C4H3F5O",
  "method": "the ωB97M-V functional and the def2-TZVPD basis",
  "species": ["C", "C", "F", "C", "F", "F", "H", "H", "F", "C", "H", "O", "F"],
  "positions_angstrom": [[1.39, -0.86, 0.00], [2.25, -0.30, 0.80], [1.44, -1.74, -0.95], [-1.19, 0.75, -0.30], [-2.48, 1.28, -0.08], [-1.04, -0.41, 1.71], [1.85, 0.49, 1.34], [-1.43, 1.27, -2.29], [-1.66, -1.60, -0.03], [-0.98, -0.56, 0.34], [3.20, -0.69, 0.83], [-1.03, 0.69, -1.64], [-0.33, 1.67, 0.26]],
  "de_lowest_kj_mol": 250.9,
  "energy_ha": -728.63931,
  "homo_energy_ev": [-9.6, -9.6],
  "orbital_gap_ev": [9.434, 9.433],
  "total_charge": 0,
  "spin_multiplicity": 1
}